(1)
ORCA calculation (ωB97M-V/def2-TZVPD) on a 2-piece molecular cluster, C6H11N4O3 overall.

Each line ends with the natural charge from an NBO analysis.
Positions of all 24 atoms, in Å:
C1 -1.00448 1.12559 0.04961  0.4263
C2 0.24445 1.81717 0.08290  0.2944
C3 2.81833 -0.05555 -0.00001  0.6872
C4 -3.28902 0.72207 -0.01758  -0.2328
C5 -2.47827 -0.50703 -0.54751  -0.2169
C6 3.60951 -1.24647 0.28300  -0.7170
N1 -2.19151 1.71804 0.05763  -0.5395
N2 1.55503 -0.00555 0.42663  -0.7532
N3 0.82938 2.97106 0.13912  0.4023
N4 -1.12919 -0.24196 -0.01568  -0.5707
O1 3.34577 0.85480 -0.70130  -0.5938
O2 -0.16979 3.68788 0.38018  -0.3738
O3 1.99774 3.32958 0.07660  -0.3779
H1 -4.06619 1.08517 -0.73476  0.2525
H2 -3.50874 0.36688 1.01329  0.2263
H3 -2.83325 -1.48212 -0.22094  0.2329
H4 -2.48932 -0.48223 -1.58953  0.1991
H5 3.93538 -1.90849 -0.57775  0.2850
H6 3.02058 -1.85588 0.94256  0.2314
H7 4.59374 -0.99315 0.80669  0.2772
H8 -2.43376 2.76532 -0.04780  0.4783
H9 1.22329 -0.57383 1.20890  0.4037
H10 -0.36923 -0.91604 -0.00106  0.4482
H11 2.79625 1.68916 -0.82961  0.5305

The HOMO energy comes out at -13.36 eV. Its spin multiplicity is 1. The total charge is +1. For the total energy, the calculation gives -679.4975 Eh. For the energy above the lowest of the compared OMol25 structures with the same formula, charge and spin, the calculation gives 98.2 kcal/mol.

---

(2)
ORCA calculation (ωB97M-V/def2-TZVPD) on C63H55AsCl5GeN4OP4Se2Ti as an isolated structure.

Each line ends with the Mulliken spin population.
Positions of all 137 atoms, in Å:
Ti1 0.20163 0.29349 2.09584  0.9819
Se1 0.12754 -2.35340 -4.14492  0.0005
P1 0.33177 -0.28157 -3.85662  0.0009
C1 -1.06082 0.50610 -4.70882  -0.0010
C2 -0.93036 1.12003 -5.94871  0.0001
C3 -2.06370 1.46513 -6.67004  0.0001
C4 -3.32276 1.16688 -6.17510  -0.0001
C5 -3.45389 0.52195 -4.95326  -0.0004
C6 -2.32835 0.19998 -4.21896  -0.0029
C7 1.84361 0.39463 -4.61475  0.0003
C8 2.82621 -0.49185 -5.04122  -0.0005
C9 3.97468 -0.01850 -5.65735  -0.0001
C10 4.14498 1.34555 -5.85005  0.0003
C11 3.16462 2.23280 -5.42926  -0.0004
C12 2.01969 1.76311 -4.80788  0.0007
C13 0.36811 0.07841 -2.06328  0.0125
C14 0.26630 1.09753 -1.06220  0.0436
N1 0.44645 0.45057 0.12914  -0.0181
N2 0.63139 -0.84148 -0.13276  0.0405
N3 0.60600 -1.06817 -1.40355  -0.0034
P2 0.35550 2.89806 -1.09045  0.0302
Se2 -0.02020 3.84896 0.75189  0.0029
C15 -0.83297 3.57177 -2.27330  -0.0004
C16 -0.51930 4.52923 -3.22860  0.0014
C17 -1.53799 5.17320 -3.91351  0.0003
C18 -2.86165 4.87391 -3.63897  0.0002
C19 -3.17398 3.91897 -2.68111  0.0051
C20 -2.16438 3.26992 -1.99842  -0.0239
C21 2.06236 3.21705 -1.63251  0.0039
C22 2.47675 4.54276 -1.76158  -0.0007
C23 3.79252 4.82793 -2.08176  0.0001
C24 4.70953 3.79562 -2.23664  0.0004
C25 4.31309 2.48115 -2.04896  -0.0002
C26 2.99211 2.18762 -1.74777  0.0005
H1 0.04956 1.31419 -6.36317  0.0001
H2 -1.95686 1.95699 -7.62837  0.0000
H3 -4.20207 1.44273 -6.74308  0.0000
H4 -4.43660 0.27245 -4.57405  -0.0001
H5 -2.41783 -0.31793 -3.26959  0.0043
H6 2.67367 -1.55455 -4.90058  -0.0001
H7 4.72521 -0.71879 -5.99954  0.0000
H8 5.03600 1.72160 -6.33628  0.0000
H9 3.29163 3.29540 -5.59341  0.0000
H10 1.25521 2.45869 -4.48492  0.0002
H11 0.51168 4.78864 -3.43288  0.0003
H12 -1.29076 5.92174 -4.65500  0.0000
H13 -3.65299 5.38677 -4.16988  0.0002
H14 -4.20806 3.68253 -2.46741  0.0003
H15 -2.39842 2.54381 -1.22673  0.0203
H16 1.76338 5.33994 -1.59136  -0.0005
H17 4.10442 5.85696 -2.20309  0.0000
H18 5.73546 4.01694 -2.50127  0.0000
H19 5.03098 1.67699 -2.14090  0.0000
H20 2.69648 1.15533 -1.60596  -0.0022
C27 3.05671 2.97046 1.83820  0.0154
P3 2.65782 1.22525 2.20994  0.0208
C28 3.49167 1.14540 3.84962  0.0187
C29 3.85610 0.23687 1.25303  0.0066
C30 5.02048 0.74744 0.68550  -0.0034
C31 5.90991 -0.09416 0.03938  0.0001
C32 5.65632 -1.45718 -0.02045  -0.0004
C33 4.50209 -1.97091 0.54689  -0.0008
C34 3.58092 -1.12976 1.16791  -0.0067
P4 2.00403 -1.77008 1.86683  0.0120
C35 2.65522 -2.60444 3.38084  -0.0002
C36 1.75715 -3.22128 0.76256  -0.0040
H21 2.80204 3.22677 0.81460  -0.0042
H22 4.10999 3.18080 2.02910  -0.0004
H23 2.44567 3.58445 2.49946  -0.0059
H24 4.56183 1.30286 3.71113  -0.0016
H25 3.32948 0.17982 4.32500  -0.0075
H26 3.08234 1.93013 4.48536  0.0011
H27 5.23160 1.80781 0.74338  -0.0003
H28 6.80277 0.31002 -0.42143  0.0000
H29 6.34840 -2.12371 -0.51864  0.0000
H30 4.32283 -3.03705 0.50556  0.0000
H31 3.60450 -3.10359 3.18421  -0.0013
H32 1.91628 -3.33984 3.69844  0.0007
H33 2.77976 -1.88510 4.18982  0.0010
H34 2.18120 -3.00184 -0.21477  0.0004
H35 2.19002 -4.12509 1.18652  -0.0010
H36 0.69286 -3.36430 0.60508  0.0010
Cl1 0.72765 3.95249 5.40873  0.0382
C37 -0.65335 3.63559 4.44884  0.1747
C38 -1.80284 4.36009 4.57673  0.0061
C39 -2.91965 4.04174 3.79426  0.2498
Cl2 -4.31867 5.01988 3.95466  0.0614
C40 -2.93437 2.95151 2.88713  -0.0717
C41 -4.01915 2.57345 2.07566  0.3994
C42 -3.85492 1.48347 1.21464  -0.0879
C43 -2.67042 0.79771 1.16900  0.2762
N4 -1.60474 1.12612 1.96164  0.1542
C44 -1.75338 2.18958 2.79378  0.2159
C45 -0.58881 2.52786 3.53820  0.2495
O1 0.45496 1.78428 3.39737  0.1242
H37 -1.84756 5.18035 5.27739  0.0058
H38 -4.94773 3.12143 2.11566  0.0290
H39 -4.67170 1.17461 0.57598  0.0081
H40 -2.52175 -0.03740 0.49415  0.0137
Cl3 -0.39758 -0.85762 4.05345  0.0045
Ge1 0.57218 0.33140 5.87104  0.0059
Cl4 1.06717 -1.63253 6.93733  0.0032
Cl5 -1.42887 0.79288 6.75908  0.0044
C46 -6.10267 -3.19535 3.45738  -0.0002
C47 -5.08494 -3.90536 4.07193  0.0002
C48 -3.76264 -3.70781 3.69658  -0.0015
C49 -3.43368 -2.79210 2.70427  -0.0004
C50 -4.46786 -2.07885 2.10019  0.0255
C51 -5.78727 -2.27239 2.47077  0.0076
As1 -1.63538 -2.60848 1.89167  -0.0179
C52 -2.29824 -3.52208 0.26428  0.0086
C53 -2.93327 -4.76179 0.32356  -0.0003
C54 -3.50167 -5.32074 -0.80755  0.0000
C55 -3.45940 -4.64009 -2.01842  0.0000
C56 -2.84168 -3.40285 -2.08946  -0.0005
C57 -2.26774 -2.85006 -0.95215  -0.0063
C58 -0.81233 -4.14802 2.81149  -0.0015
C59 -0.37533 -5.27571 2.12000  0.0003
C60 0.25648 -6.32083 2.77746  0.0000
C61 0.45510 -6.26535 4.14877  0.0000
C62 0.01296 -5.15779 4.85637  0.0006
C63 -0.61691 -4.11453 4.19403  0.0006
H41 -7.13409 -3.36313 3.73853  0.0001
H42 -5.31262 -4.63072 4.84263  0.0000
H43 -2.99513 -4.29082 4.18347  0.0000
H44 -4.23095 -1.37387 1.31282  -0.0206
H45 -6.57306 -1.70938 1.98324  0.0001
H46 -2.98982 -5.29168 1.26745  0.0000
H47 -3.98834 -6.28552 -0.73958  0.0000
H48 -3.90391 -5.07761 -2.90296  0.0000
H49 -2.79852 -2.87101 -3.03080  0.0002
H50 -1.77416 -1.88675 -1.01752  0.0038
H51 -0.52272 -5.34476 1.04983  0.0000
H52 0.58813 -7.18151 2.21002  0.0000
H53 0.95739 -7.07675 4.65941  0.0000
H54 0.15988 -5.10434 5.92727  0.0000
H55 -0.95672 -3.26632 4.77017  -0.0002

The HOMO energy (spin up / spin down) comes out at -6.15 / -7.70 eV. As for the expectation value of S²: 3.795. Its spin multiplicity is 4. For the total energy, the calculation gives -16359.5957 Eh. For the energy above the lowest of the compared OMol25 structures with the same formula, charge and spin, the calculation gives 27.9 kcal/mol.

---

(3)
ORCA calculation (ωB97M-V/def2-TZVPD) on C25H36BCrNO7S3 as an isolated structure.

Each line ends with the Mulliken spin population.
Positions of all 74 atoms, in Å:
Cr1 0.46663 -0.04556 -0.39348  3.9442
C1 -1.46442 1.93559 1.57200  0.0296
C2 -2.37177 1.36041 0.50279  0.0103
O1 -1.77480 0.14517 0.00268  0.0059
C3 -2.51887 -0.49269 -1.01640  0.0169
C4 -1.73948 -1.76127 -1.44712  -0.0010
O2 -0.55668 -1.94712 -0.65421  -0.0359
C5 -0.85464 -2.51960 0.64277  0.0001
C6 0.27490 -2.24110 1.59777  -0.0009
O3 0.30301 -0.83175 1.79430  0.0233
C7 1.49060 -0.31363 2.39882  0.0050
C8 1.71191 1.14984 1.95361  0.0048
O4 1.00260 1.51897 0.75465  -0.0126
H1 -1.27846 1.16302 2.32504  0.0044
H2 -2.01539 2.74031 2.06937  -0.0001
H3 -2.47335 2.06054 -0.33042  -0.0068
H4 -3.36930 1.11382 0.88189  0.0024
H5 -2.63178 0.17691 -1.87241  -0.0002
H6 -3.51409 -0.74300 -0.63789  0.0001
H7 -1.39348 -1.66679 -2.47226  -0.0035
H8 -2.36064 -2.65354 -1.36809  0.0032
H9 -0.99588 -3.59532 0.52719  -0.0011
H10 -1.76755 -2.06500 1.02860  0.0011
H11 1.22650 -2.57910 1.18221  -0.0058
H12 0.08516 -2.76781 2.53797  0.0037
H13 2.34040 -0.92764 2.10111  0.0061
H14 1.38246 -0.35139 3.48592  0.0034
H15 2.77596 1.27711 1.76737  -0.0045
H16 1.42227 1.83324 2.74570  -0.0069
C9 5.57334 0.41462 1.12160  0.0002
O5 4.34154 -0.21537 0.75631  0.0043
C10 4.11985 -0.52579 -0.52915  0.0153
S1 5.20854 -0.16442 -1.72738  0.0113
S2 2.60112 -1.29603 -0.79781  -0.0128
H17 5.50127 0.58421 2.19312  -0.0003
H18 5.69985 1.35690 0.59234  0.0003
H19 6.41653 -0.23276 0.89059  0.0005
S3 0.17409 0.62259 -2.79225  0.0260
C11 1.31733 1.89663 -2.83416  0.0156
N1 2.62247 1.59834 -2.64678  0.0034
C12 3.61281 2.51442 -2.61707  -0.0042
C13 3.32996 3.83294 -2.80122  0.0086
C14 1.99591 4.19945 -3.03855  0.0032
C15 1.00972 3.24867 -3.06158  0.0180
H20 2.86453 0.61882 -2.48034  0.0000
H21 4.60337 2.12463 -2.42988  0.0009
H22 4.11990 4.56757 -2.76310  0.0007
H23 1.74425 5.24131 -3.18786  -0.0001
H24 -0.02563 3.50126 -3.22855  -0.0019
C16 0.75353 8.87932 -1.86571  0.0000
C17 -0.52510 8.10012 -1.52691  0.0001
C18 -1.50404 9.02863 -0.79451  0.0000
C19 -1.17918 7.66220 -2.83731  0.0000
C20 -0.18389 6.90757 -0.62664  -0.0002
C21 0.37577 7.12799 0.62789  -0.0001
C22 0.64297 6.08649 1.52434  -0.0012
C23 0.34849 4.80178 1.12935  0.0009
O6 0.46303 3.65424 1.83571  -0.0109
B1 -0.09802 2.58334 0.97529  -0.0841
O7 -0.35135 3.22953 -0.33645  0.0165
C24 -0.15932 4.55711 -0.14301  0.0059
C25 -0.45159 5.58464 -1.01427  0.0006
H25 0.51946 9.74815 -2.48782  0.0000
H26 1.45664 8.24483 -2.41195  0.0000
H27 1.25302 9.23342 -0.96269  0.0000
H28 -1.81475 9.84875 -1.44846  0.0000
H29 -1.04885 9.46192 0.09746  0.0000
H30 -2.39433 8.47796 -0.48332  0.0000
H31 -1.40335 8.54081 -3.44575  0.0000
H32 -2.11549 7.12907 -2.65849  0.0000
H33 -0.51814 7.01520 -3.42052  0.0000
H34 0.61018 8.13951 0.94004  0.0000
H35 1.05505 6.28443 2.50569  -0.0001
H36 -0.88680 5.35016 -1.97682  -0.0010

The HOMO energy (spin up / spin down) comes out at -6.98 / -7.09 eV. As for the expectation value of S²: 6.010. Its spin multiplicity is 5. For the total energy, the calculation gives -3819.6833 Eh. For the energy above the lowest of the compared OMol25 structures with the same formula, charge and spin, the calculation gives 24.1 kcal/mol.

---

(4)
ORCA calculation (ωB97M-V/def2-TZVPD) on a 3-piece molecular cluster, C15H24N2O4 overall.

Each line ends with the natural charge from an NBO analysis.
Positions of all 45 atoms, in Å:
C1 1.54736 -2.48351 2.57317  -0.3786
C2 0.67099 -2.59590 1.57974  -0.1678
C3 -0.62436 -1.83525 1.39067  -0.4013
C4 -0.31526 -0.39276 1.00215  0.7078
O1 0.01952 0.01520 -0.07948  -0.5740
N1 -0.50572 0.39894 2.13363  -0.6231
C5 -0.87693 -0.38991 3.30477  -0.2344
C6 -1.51490 -1.56851 2.58974  0.1124
O2 -1.88348 -2.69599 3.41916  -0.4689
C7 -2.97008 -3.28058 3.01191  0.5380
N2 -3.91881 -3.80976 2.64089  -0.4017
H1 2.50997 -2.96778 2.48154  0.2119
H2 1.36085 -1.96892 3.50260  0.1839
H3 0.91099 -3.28028 0.77610  0.2227
H4 -1.20050 -2.40789 0.66487  0.2471
H5 0.21050 1.10097 2.25682  0.4152
H6 -0.01737 -0.59508 3.93780  0.1969
H7 -1.60851 0.11631 3.93356  0.2117
H8 -2.43239 -1.14336 2.17802  0.2021
C8 -1.84625 5.17680 -0.45075  -0.4302
C9 -1.98164 3.76204 -1.00941  -0.4305
C10 -1.21875 2.94440 0.02407  -0.0664
O3 -1.38326 3.62920 1.27408  -0.5482
C11 -1.93943 4.92547 1.04810  -0.0652
H9 -2.60794 5.86736 -0.80982  0.2161
H10 -0.86645 5.58752 -0.70461  0.2010
H11 -3.03272 3.46479 -1.02508  0.2002
H12 -1.58067 3.64672 -2.01502  0.2185
H13 -0.15132 2.90010 -0.21085  0.1686
H14 -1.59067 1.93036 0.11918  0.1921
H15 -2.98227 4.92275 1.38445  0.1622
H16 -1.38870 5.65885 1.63856  0.1814
C12 2.41101 -0.89447 -3.69426  -0.4302
C13 2.30230 -2.32399 -4.21936  -0.4302
C14 3.07630 -3.10029 -3.16186  -0.0652
O4 2.89511 -2.39701 -1.93252  -0.5444
C15 2.31355 -1.11098 -2.19043  -0.0726
H17 1.63829 -0.22703 -4.07239  0.2175
H18 3.38448 -0.47308 -3.95618  0.1986
H19 1.25688 -2.64023 -4.23064  0.2010
H20 2.70878 -2.45729 -5.22088  0.2151
H21 4.14644 -3.12880 -3.39604  0.1616
H22 2.72246 -4.12521 -3.04215  0.1804
H23 1.27539 -1.12542 -1.85530  0.1865
H24 2.84849 -0.35492 -1.61496  0.1825

The HOMO energy comes out at -9.30 eV. Its spin multiplicity is 1. For the total energy, the calculation gives -996.3377 Eh. For the energy above the lowest of the compared OMol25 structures with the same formula, charge and spin, the calculation gives 99.2 kcal/mol. Its SMILES is C=C[C@@H]1C(=O)NC[C@@H]1OC#N.C1CCOC1.C1CCOC1.

---

(5)
ORCA calculation (ωB97M-V/def2-TZVPD) on an isolated ion of composition C3H7N2 and charge +1.

Each line ends with the natural charge from an NBO analysis.
Positions of all 12 atoms, in Å:
C1 0.24444 -0.90506 -0.31499  -0.2937
C2 0.42831 0.04532 0.93368  0.3226
C3 -0.19175 1.37040 -1.24735  -0.0576
N1 0.03390 0.06250 -1.37934  -0.5270
N2 -0.44635 0.19775 1.85951  -0.6067
H1 1.21795 -1.35054 -0.43645  0.2339
H2 -0.51240 -1.68027 -0.46023  0.2471
H3 1.48268 0.21646 0.96411  0.2486
H4 -0.48029 1.85185 -2.17665  0.1670
H5 -0.09846 -0.46833 -2.17583  0.3812
H6 -0.33522 0.89684 2.61075  0.4494
H7 -1.34282 -0.23693 1.82278  0.4349

The HOMO energy comes out at -13.10 eV. Its spin multiplicity is 1. The total charge is +1. For the total energy, the calculation gives -227.6388 Eh. For the energy above the lowest of the compared OMol25 structures with the same formula, charge and spin, the calculation gives 72.5 kcal/mol.